# 1
Below is a molecular structure, C5H6BaLi2O4 in a non-equilibrium geometry, with properties calculated with the ωB97M-V functional and the def2-TZVPD basis.

Summary:
Total energy = -535.15123 Eh
Kohn-Sham gap = 7.73 eV
Total charge = +2
HOMO energy = -0.5592 hartree

CARTESIAN COORDINATES (ANGSTROEM)
Ba 1.49349 1.90732 -1.63053
O -2.51738 0.73569 -1.74861
O -0.54553 1.54348 -1.86020
O 2.42841 1.11632 0.18069
O 1.40545 -0.53709 -0.75314
C 2.01389 -0.84721 1.52064
C 1.22281 -0.65983 2.59224
C -3.43161 -0.18717 -1.16932
C -1.22321 0.48962 -1.63599
C 1.98458 -0.08086 0.26931
Li -0.05445 -1.43637 -1.60517
Li 3.65479 2.05052 1.22571
H 0.23366 -0.19962 2.53423
H -2.95406 -0.68786 -0.31770
H -3.74976 -0.93314 -1.90978
H -4.29829 0.38489 -0.82076
H 2.89315 -1.48843 1.59813
H 1.44406 -1.17026 3.53027

Forces on atoms 1 to 6 (eV/Å):
Ba 1.76 3.53 -4.41
O 0.84 0.52 0.23
O -3.28 -0.55 -0.54
O 2.92 -0.53 4.10
O 0.79 -0.38 0.57
C 0.74 0.43 1.57

# 2
Below is a single C5H6Br2N2S2 molecule in a non-equilibrium geometry, with properties calculated with the ωB97M-V functional and the def2-TZVPD basis.

Summary:
Total energy = -6247.92799 Eh
Kohn-Sham gap = 8.73 eV
Structure (SMILES) = CC1(C)N(Br)[C@@]1(N=C=S)SBr
Energy above the lowest of the compared OMol25 structures with the same formula, charge and spin = 0.000 eV
HOMO energy = -0.3318 hartree

CARTESIAN COORDINATES (ANGSTROEM)
Br 1.60365 -2.70785 1.78164
Br 4.97314 -0.95679 0.87163
S 3.30727 -0.76395 -0.44415
S 4.08683 2.36734 3.08330
N 1.19687 -0.93511 1.35835
N 2.41372 1.04669 1.31510
C 0.60748 -0.26875 0.22266
C 1.96724 0.00770 0.65863
C 0.46508 -0.79374 -1.19525
C 3.15115 1.53115 2.12400
C -0.65494 0.39432 0.63036
H -0.36842 1.40239 0.97201
H -1.46617 0.49400 -0.15595
H 1.37389 -1.24174 -1.53419
H -0.46504 -1.39566 -1.17313
H 0.33283 0.02022 -1.88523
H -1.09841 -0.02254 1.55945

Forces on atoms 1 to 6 (eV/Å):
Br 0.03 0.14 -0.61
Br 0.39 0.09 0.60
S -0.86 0.50 -0.69
S -0.40 -0.43 -0.20
N -0.49 -0.62 1.08
N 1.63 3.59 2.54

# 3
Below is 2 unconnected molecules or ions with the total composition C5H6BrF in a non-equilibrium geometry, with properties calculated with the ωB97M-V functional and the def2-TZVPD basis.

Summary:
Total energy = -2867.79121 Eh
Kohn-Sham gap = 8.64 eV
Energy above the lowest of the compared OMol25 structures with the same formula, charge and spin = 3.814 eV
HOMO energy = -0.3376 hartree

CARTESIAN COORDINATES (ANGSTROEM)
Br 2.56153 -0.30248 -4.17755
F 3.67673 -1.09532 -1.95853
C -0.84363 -0.24548 -0.79463
C 0.44682 -0.44228 -1.12696
C 2.67291 -1.36959 -2.67435
C 1.05077 0.36356 -0.01944
C -0.50422 0.67709 0.33062
H -0.60935 1.82293 0.41264
H 1.64352 -0.34031 0.70048
H 1.02526 -0.97542 -1.87589
H -0.73532 0.22161 1.31292
H 1.69123 1.06609 -0.52908
H -1.85986 -0.45402 -1.12041

Forces on atoms 1 to 6 (eV/Å):
Br 0.29 1.02 -0.94
F 1.28 0.86 0.52
C 0.25 1.15 -0.62
C -1.05 -0.65 -0.01
C -0.89 -2.08 -0.02
C -0.27 -2.12 0.37

# 4
Below is 2 unconnected molecules or ions with the total composition C5H6BrF3 in a non-equilibrium geometry, with properties calculated with the ωB97M-V functional and the def2-TZVPD basis.

Summary:
Total energy = -3067.62092 Eh
Kohn-Sham gap = 10.26 eV
Structure (SMILES) = FC(F)=C(F)Br.C=CC
Energy above the lowest of the compared OMol25 structures with the same formula, charge and spin = 0.224 eV
HOMO energy = -0.3538 hartree

CARTESIAN COORDINATES (ANGSTROEM)
Br 3.62635 0.98522 0.33070
F 2.97004 -1.79085 1.60857
F 1.89959 -0.14350 -1.35538
F 1.63695 -2.55391 0.04535
C 2.52685 -0.39675 -0.17963
C -1.23044 0.66192 1.14423
C -1.76157 0.04044 0.16449
C -2.07204 0.80923 -1.10735
C 2.46033 -1.59078 0.42033
H -1.82427 -0.98639 0.04050
H -3.09776 1.24815 -1.21292
H -1.81074 0.19465 -2.03118
H -1.47396 1.76109 -1.08915
H -1.07075 1.66176 1.10814
H -0.77856 0.09970 2.11330

Forces on atoms 1 to 6 (eV/Å):
Br 0.28 0.28 0.36
F 0.34 -0.39 0.09
F 0.20 -0.58 0.79
F 0.43 0.12 -0.02
C -0.22 -0.69 -0.97
C 2.26 -3.12 5.21

# 5
Below is a single C5H6BrN molecule in a non-equilibrium geometry, with properties calculated with the ωB97M-V functional and the def2-TZVPD basis.

Summary:
Total energy = -2822.81535 Eh
Kohn-Sham gap = 10.42 eV
Structure (SMILES) = CC(C)=C(Br)C#N
Energy above the lowest of the compared OMol25 structures with the same formula, charge and spin = 0.621 eV
HOMO energy = -0.3609 hartree

CARTESIAN COORDINATES (ANGSTROEM)
Br -3.57758 0.70094 -0.26569
N -2.90272 -3.25635 0.07155
C -0.30528 1.28313 -0.09879
C -2.08747 -0.41193 -0.12132
C -0.79842 -0.13007 -0.08105
C -2.58102 -2.16809 -0.00763
C 0.24693 -1.19612 -0.03237
H -0.14053 -2.12916 0.37318
H 0.60356 -1.38918 -1.04558
H 1.09480 -0.86600 0.56457
H -0.02878 1.57392 0.91596
H 0.57759 1.37119 -0.73084
H -1.06729 1.97200 -0.45492

Forces on atoms 1 to 6 (eV/Å):
Br 0.17 -0.09 0.04
N -0.43 -1.46 0.11
C -0.21 0.12 -0.10
C -1.53 -4.56 0.33
C -0.05 0.00 -0.03
C 1.77 6.12 -0.45

# 6
Below is a single C5H6BrNO2 molecule in a non-equilibrium geometry, with properties calculated with the ωB97M-V functional and the def2-TZVPD basis.

Summary:
Total energy = -2973.22941 Eh
Kohn-Sham gap = 8.17 eV
Energy above the lowest of the compared OMol25 structures with the same formula, charge and spin = 2.222 eV
HOMO energy = -0.3067 hartree

CARTESIAN COORDINATES (ANGSTROEM)
Br 4.17435 0.04574 -0.06828
O 1.80788 1.77228 0.73102
O -0.12702 -2.35358 0.64112
N 2.36164 -0.16439 -0.44638
C -0.92684 -0.28409 -0.15590
C 0.06764 0.64089 -0.21051
C -2.35204 0.20758 -0.28452
C 1.51518 0.66608 0.02113
C -0.84185 -1.70875 -0.23997
H 2.76677 1.84586 0.85962
H -0.03845 -3.29667 0.41918
H -2.84376 -0.23425 -1.14696
H -0.26773 1.66124 -0.35440
H -2.91493 -0.08602 0.60100
H -2.38086 1.28811 -0.36614

Forces on atoms 1 to 6 (eV/Å):
Br -0.23 0.35 0.19
O 0.00 0.21 0.19
O 0.17 0.75 0.31
N -0.78 -0.93 -0.46
C 0.66 1.21 0.30
C -0.90 -0.23 0.14

# 7
Below is a single C5H6BrNO3 molecule in a non-equilibrium geometry, with properties calculated with the ωB97M-V functional and the def2-TZVPD basis.

Summary:
Total energy = -3048.40629 Eh
Kohn-Sham gap = 8.19 eV
Energy above the lowest of the compared OMol25 structures with the same formula, charge and spin = 3.361 eV
HOMO energy = -0.2944 hartree

CARTESIAN COORDINATES (ANGSTROEM)
Br -2.25833 2.83709 0.56488
O 2.66155 -0.79561 -0.72150
O 1.37604 0.95633 -0.17454
O 0.58923 2.99559 -0.23936
N -0.84567 -1.80502 -0.35232
C 0.32761 1.68211 0.02528
C 1.33461 -0.52570 -0.55922
C 0.37982 -1.36872 -0.47293
C -0.89017 1.40576 0.45729
C -1.39401 -2.43559 0.59265
H -1.39454 -1.39061 -1.06425
H -2.44247 -2.64244 0.76212
H 3.15962 -0.02494 -0.84949
H 1.48314 3.30298 -0.08530
H -0.76838 -2.56990 1.57195
H -1.31805 0.37868 0.54475

Forces on atoms 1 to 6 (eV/Å):
Br 1.10 -1.26 -0.01
O -1.59 -2.13 -0.07
O 1.30 -2.88 -0.69
O -0.71 0.38 -0.19
N 0.99 2.10 -1.20
C -0.40 2.75 0.10

# 8
Below is a molecular structure, C5H6CdLiO4 in a non-equilibrium geometry, with properties calculated with the ωB97M-V functional and the def2-TZVPD basis.

Summary:
2S+1 = 2
Total energy = -669.89795 Eh
Kohn-Sham gap (alpha / beta) = 6.45 / 5.33 eV
HOMO energy (alpha / beta) = -0.2513 / -0.2496 hartree

CARTESIAN COORDINATES (ANGSTROEM)
Cd 3.89142 1.13168 0.13194
O 3.12217 -0.10128 1.30037
O -1.27830 -0.45792 -0.43644
O -3.25633 -1.15190 -1.11218
O -3.08523 -0.24624 0.89323
C -2.58568 -0.59069 -0.20694
C 1.02957 0.69346 -1.10797
C -0.40288 0.55195 0.10219
C 1.28979 -0.43112 -0.21803
C 1.93391 -0.69418 1.00398
Li -4.75829 -0.92509 0.11497
H 0.81255 1.74515 -1.33650
H 2.03408 -1.58121 -0.19690
H 1.22018 -0.69328 1.84853
H 1.09153 0.33139 -2.14727
H 0.12526 1.32774 0.68664
H -1.18374 1.09155 0.68039

Forces on atoms 1 to 6 (eV/Å):
Cd 1.91 3.25 -3.05
O -3.30 -4.23 3.24
O 1.66 -1.58 -0.94
O -0.34 -0.02 -0.08
O -0.55 0.37 0.43
C 0.04 -0.08 0.49